No. 1
# C57H67AlNO26S2

C57H67AlNO26S2 as an isolated structure (ωB97M-V/def2-TZVPD, the Open Molecules 2025 dataset).

Geometry (Å):
1 C -0.604 2.315 5.177
2 O 0.038 3.571 5.038
3 C 1.069 3.644 4.056
4 C 0.758 3.076 2.709
5 C 1.812 3.550 1.739
6 C 1.727 3.009 0.322
7 C 1.223 3.990 -0.736
8 C -0.067 4.737 -0.394
9 C -0.740 5.330 -1.598
10 C -1.169 4.339 -2.646
11 C -1.545 2.969 -2.151
12 C -2.685 2.905 -1.142
13 C -2.715 1.624 -0.230
14 C -1.830 0.455 -0.601
15 Al -1.812 -1.065 0.752
16 C 0.082 -1.826 0.601
17 C 0.536 -1.715 -0.834
18 C 1.801 -2.461 -1.352
19 S 2.967 -3.205 -0.181
20 C 3.586 -2.050 1.018
21 S 3.481 -2.547 2.577
22 N 4.265 -0.923 0.613
23 C 4.673 -0.010 1.692
24 C 5.429 1.205 1.136
25 O 5.797 1.023 -0.208
26 C 4.644 0.931 -1.012
27 C 3.722 -0.206 -0.570
28 H -1.433 2.196 4.463
29 H -1.005 2.265 6.184
30 H 0.086 1.478 5.046
31 H 1.252 4.711 3.927
32 H 1.988 3.196 4.455
33 H 0.776 1.988 2.725
34 H -0.242 3.394 2.413
35 H 1.864 4.638 1.741
36 H 2.761 3.206 2.152
37 H 2.748 2.734 0.048
38 H 1.147 2.086 0.288
39 H 2.041 4.691 -0.921
40 H 1.064 3.429 -1.657
41 H 0.170 5.563 0.273
42 H -0.724 4.070 0.172
43 H 0.000 5.962 -2.083
44 H -1.565 5.979 -1.308
45 H -1.940 4.762 -3.293
46 H -0.299 4.182 -3.290
47 H -0.645 2.517 -1.752
48 H -1.854 2.404 -3.028
49 H -2.639 3.786 -0.496
50 H -3.627 2.988 -1.687
51 H -3.742 1.262 -0.211
52 H -2.486 1.902 0.798
53 H -0.799 0.793 -0.605
54 H -2.108 0.053 -1.576
55 H -1.966 -0.349 2.214
56 H -2.957 -2.196 0.462
57 H 0.679 -1.180 1.240
58 H 0.138 -2.861 0.930
59 H 0.665 -0.669 -1.110
60 H -0.275 -2.090 -1.461
61 H 2.315 -1.823 -2.054
62 H 1.493 -3.329 -1.927
63 H 3.796 0.336 2.237
64 H 5.319 -0.547 2.375
65 H 4.820 2.108 1.249
66 H 6.339 1.372 1.707
67 H 4.995 0.735 -2.021
68 H 4.105 1.886 -1.032
69 H 2.716 0.152 -0.355
70 H 3.705 -0.920 -1.372
71 C 3.352 -8.017 3.555
72 C 3.076 -6.695 3.552
73 C 2.265 -6.054 4.668
74 O 2.080 -4.856 4.618
75 C 1.763 -6.910 5.735
76 C 2.041 -8.219 5.715
77 C 2.867 -8.849 4.622
78 O 3.067 -10.054 4.726
79 O 1.632 -9.094 6.632
80 O 3.490 -5.890 2.600
81 H 3.930 -8.486 2.771
82 H 1.174 -6.450 6.516
83 H 1.991 -9.963 6.349
84 H 3.183 -4.960 2.736
85 C 1.055 8.853 -4.407
86 C 0.823 9.714 -5.408
87 C 0.579 9.255 -6.827
88 O 0.364 10.135 -7.648
89 C 0.611 7.842 -7.116
90 C 0.843 6.967 -6.119
91 C 1.074 7.431 -4.693
92 O 1.279 6.556 -3.873
93 O 0.871 5.658 -6.286
94 O 0.783 11.033 -5.271
95 H 1.232 9.171 -3.389
96 H 0.440 7.527 -8.136
97 H 1.039 5.204 -5.429
98 H 0.591 11.396 -6.163
99 C 2.487 -4.879 -4.843
100 C 2.486 -5.826 -5.793
101 C 2.477 -5.492 -7.269
102 O 2.496 -6.437 -8.041
103 C 2.446 -4.102 -7.668
104 C 2.443 -3.153 -6.718
105 C 2.475 -3.488 -5.243
106 O 2.488 -2.538 -4.478
107 O 2.414 -1.851 -6.955
108 O 2.496 -7.130 -5.552
109 H 2.497 -5.108 -3.786
110 H 2.426 -3.873 -8.724
111 H 2.416 -1.410 -6.077
112 H 2.496 -7.576 -6.426
113 C 4.362 3.758 -5.559
114 C 3.472 3.336 -4.648
115 C 3.744 2.170 -3.723
116 O 2.863 1.891 -2.927
117 C 5.007 1.471 -3.845
118 C 5.898 1.890 -4.758
119 C 5.632 3.070 -5.666
120 O 6.522 3.368 -6.445
121 O 7.082 1.330 -4.959
122 O 2.282 3.888 -4.456
123 H 4.173 4.591 -6.221
124 H 5.191 0.631 -3.191
125 H 7.515 1.843 -5.675
126 H 1.848 3.393 -3.724
127 C -5.124 -3.874 4.333
128 C -5.580 -4.963 4.958
129 C -4.738 -6.193 5.181
130 O -5.280 -7.111 5.784
131 C -3.388 -6.211 4.679
132 C -2.913 -5.122 4.042
133 C -3.749 -3.873 3.842
134 O -3.206 -2.953 3.271
135 O -1.702 -5.022 3.538
136 O -6.817 -5.094 5.455
137 H -5.721 -2.987 4.172
138 H -2.799 -7.104 4.830
139 H -1.617 -4.123 3.142
140 H -6.854 -5.992 5.852
141 C -11.611 -2.693 4.955
142 C -12.001 -1.449 5.266
143 C -11.079 -0.461 5.937
144 O -11.547 0.647 6.158
145 C -9.739 -0.879 6.270
146 C -9.335 -2.126 5.962
147 C -10.257 -3.115 5.272
148 O -9.813 -4.221 5.026
149 O -8.124 -2.570 6.241
150 O -13.211 -0.956 5.026
151 H -12.265 -3.407 4.475
152 H -9.092 -0.166 6.760
153 H -7.991 -3.488 5.919
154 H -13.196 -0.030 5.354

Results
HOMO-LUMO gap: 4.58 eV
largest force on an atom: 0.045 hartree/bohr
net charge: -1
LUMO energy: -0.45 eV



No. 2
# C23H26BrF5N2O3

A single C23H26BrF5N2O3 molecule (ωB97M-V/def2-TZVPD, the Open Molecules 2025 dataset).

Geometry (Å):
1 C -0.149 -4.421 4.080
2 C -1.226 -4.901 3.104
3 O -2.378 -4.543 3.259
4 N -0.792 -5.768 2.092
5 C -1.832 -6.037 1.073
6 C -1.990 -4.775 0.213
7 C -0.651 -4.289 -0.390
8 C -0.944 -2.966 -1.182
9 C -0.210 -1.763 -0.616
10 C -0.581 -1.342 0.638
11 C 0.025 -0.240 1.175
12 C 0.981 0.418 0.459
13 C 1.389 -0.014 -0.785
14 C 0.781 -1.130 -1.332
15 Br 1.323 -1.736 -3.065
16 C 2.470 0.787 -1.496
17 O 3.360 0.271 -2.132
18 C 2.353 2.283 -1.280
19 C 2.673 3.212 -2.431
20 F 2.942 2.516 -3.546
21 F 1.594 3.976 -2.750
22 C 3.884 4.213 -2.184
23 F 4.764 4.064 -3.183
24 F 3.463 5.476 -2.280
25 F 4.519 4.009 -1.043
26 C 1.971 2.689 -0.073
27 C 1.798 4.125 0.351
28 C 0.352 4.342 0.880
29 C -0.677 4.523 -0.258
30 C -1.906 3.580 -0.138
31 C -2.224 2.872 -1.460
32 N -3.231 1.803 -1.255
33 C 1.640 1.662 0.991
34 O 1.905 1.831 2.164
35 H -0.391 -3.432 4.460
36 H 0.797 -4.392 3.532
37 H -0.054 -5.140 4.898
38 H -0.418 -6.632 2.465
39 H -1.449 -6.817 0.413
40 H -2.792 -6.285 1.531
41 H -2.375 -3.926 0.786
42 H -2.685 -4.905 -0.623
43 H 0.044 -4.024 0.404
44 H -0.235 -4.996 -1.111
45 H -2.015 -2.741 -1.101
46 H -0.756 -3.085 -2.247
47 H -1.350 -1.861 1.197
48 H -0.241 0.143 2.154
49 H 2.469 4.286 1.202
50 H 1.949 4.847 -0.446
51 H 0.365 5.237 1.507
52 H 0.017 3.513 1.507
53 H -1.030 5.557 -0.300
54 H -0.229 4.339 -1.240
55 H -2.773 4.211 0.075
56 H -1.775 2.801 0.617
57 H -2.661 3.576 -2.173
58 H -1.328 2.415 -1.904
59 H -2.767 0.922 -1.063
60 H -3.714 1.663 -2.135

Results
HOMO-LUMO gap: 8.37 eV
largest force on an atom: 0.047 hartree/bohr
LUMO energy: -1.11 eV
structure (SMILES): CC(=O)NCCCCc1ccc2c(c1Br)C(=O)C(C(F)(F)C(F)(F)F)=C(CCCCCN)C2=O



Question: Which value of LUMO energy does entry 2 give?
Answer: -1.11 eV



Question: Which of these has the lowest LUMO energy?
Answer: C23H26BrF5N2O3



Question: Look up the LUMO energy of the second one.
Answer: -1.11 eV



Question: What is the HOMO-LUMO gap in the second record?
Answer: 8.37 eV